Formula: C36H73Cl2F9N11O14S3
Source: OMol25
Level of theory: ωB97M-V/def2-TZVPD

Each line ends with the Löwdin charge.
Cartesian coordinates (Å):
C1 -1.726 -2.941 -3.766  0.03
C2 -1.582 -2.852 -5.289  -0.40
O1 -0.952 -3.523 -6.022  0.19
N1 -2.487 -1.822 -5.836  0.08
H1 -3.293 -1.792 -5.218  0.18
H2 -1.994 -0.923 -5.704  0.10
C3 -2.734 -1.907 -7.365  0.06
H3 -1.703 -1.977 -3.259  0.05
H4 -0.823 -3.460 -3.438  0.09
H5 -2.525 -3.567 -3.364  0.09
H6 -3.204 -0.958 -7.620  0.10
H7 -3.518 -2.652 -7.466  0.11
H8 -1.803 -1.973 -7.917  0.11
C4 5.792 3.780 -4.285  0.03
C5 5.499 2.406 -3.863  -0.40
O2 5.001 1.597 -4.569  0.21
N2 5.912 2.078 -2.426  0.10
H9 6.829 1.629 -2.490  0.19
H10 6.191 2.973 -2.024  0.17
C6 4.950 1.232 -1.647  0.01
H11 5.524 3.996 -5.315  0.12
H12 6.851 3.993 -4.103  0.12
H13 5.327 4.534 -3.643  0.09
H14 5.326 0.812 -0.712  0.06
H15 4.611 0.415 -2.277  0.10
H16 4.195 1.924 -1.274  0.08
C7 2.122 2.454 5.244  0.02
C8 1.535 1.122 4.942  -0.35
O3 0.397 0.860 4.657  0.06
N3 2.525 -0.032 5.001  0.07
H17 2.608 -0.529 4.106  0.02
H18 3.460 0.358 5.105  0.14
C9 2.326 -1.018 6.183  0.02
H19 1.323 3.188 5.201  0.08
H20 2.931 2.767 4.586  0.09
H21 2.404 2.528 6.299  0.11
H22 1.335 -1.456 6.177  0.08
H23 2.474 -0.453 7.102  0.10
H24 3.178 -1.676 6.033  0.09
C10 -0.329 -0.457 2.023  0.03
C11 0.375 -0.168 0.699  -0.36
O4 0.181 0.708 -0.084  0.11
N4 1.461 -1.164 0.333  0.09
H25 2.387 -0.827 0.608  0.04
H26 1.272 -1.936 0.978  0.06
C12 1.406 -1.551 -1.103  0.00
H27 -0.841 0.468 2.276  0.07
H28 0.360 -0.693 2.833  0.05
H29 -1.038 -1.278 1.905  0.08
H30 0.411 -1.648 -1.528  0.07
H31 2.085 -2.395 -1.210  0.09
H32 1.829 -0.713 -1.659  0.09
C13 6.466 -6.013 -1.117  0.03
C14 5.321 -6.122 -0.183  -0.40
O5 5.340 -6.523 0.929  0.22
N5 4.005 -5.716 -0.827  0.08
H33 4.310 -4.817 -1.202  0.16
H34 3.751 -6.220 -1.677  0.19
C15 2.852 -5.564 0.133  0.02
H35 6.626 -6.990 -1.574  0.12
H36 7.344 -5.690 -0.557  0.12
H37 6.348 -5.241 -1.879  0.09
H38 2.021 -5.203 -0.474  0.08
H39 3.097 -4.885 0.946  0.06
H40 2.482 -6.526 0.480  0.12
C16 -1.218 -3.933 4.963  -0.05
C17 -2.411 -3.265 5.649  -0.17
N6 -2.749 -2.015 5.037  -0.05
C18 -2.099 -0.845 5.338  0.00
C19 -2.608 0.150 4.539  0.00
N7 -3.496 -0.470 3.695  -0.04
C20 -3.517 -1.783 3.970  -0.02
C21 -4.327 0.193 2.699  0.00
H41 -0.743 -4.672 5.609  0.09
H42 -0.424 -3.199 4.805  0.04
H43 -1.382 -4.394 3.990  0.07
H44 -2.147 -3.112 6.696  0.13
H45 -3.331 -3.842 5.747  0.13
H46 -1.375 -0.784 6.132  0.13
H47 -2.381 1.212 4.508  0.08
H48 -4.128 -2.520 3.476  0.16
H49 -5.272 0.459 3.178  0.11
H50 -4.523 -0.401 1.807  0.08
H51 -4.035 1.165 2.302  0.07
C22 0.701 5.351 -3.969  -0.04
C23 2.062 4.867 -3.517  -0.16
N8 2.062 4.358 -2.130  -0.04
C24 1.353 3.301 -1.599  0.02
C25 1.582 3.339 -0.254  -0.02
N9 2.477 4.368 0.016  -0.06
C26 2.569 5.070 -1.110  -0.02
C27 3.055 4.612 1.315  0.02
H52 0.760 5.959 -4.871  0.10
H53 0.320 5.982 -3.164  0.10
H54 -0.010 4.573 -4.200  0.04
H55 2.840 5.630 -3.525  0.12
H56 2.410 4.058 -4.162  0.12
H57 0.848 2.627 -2.297  0.09
H58 1.323 2.726 0.590  0.10
H59 3.200 5.944 -1.178  0.17
H60 2.305 4.404 2.074  0.09
H61 3.363 5.650 1.428  0.11
H62 3.937 3.980 1.419  0.08
C28 -2.703 1.562 -0.271  -0.06
C29 -3.450 0.725 -1.309  -0.12
N10 -4.853 0.363 -0.918  -0.02
C30 -5.519 -0.798 -1.268  0.03
C31 -6.800 -0.652 -0.754  0.00
N11 -6.879 0.552 -0.144  -0.08
C32 -5.704 1.189 -0.322  -0.04
C33 -8.035 1.050 0.625  0.04
H63 -1.738 1.907 -0.638  0.06
H64 -2.470 0.964 0.610  0.06
H65 -3.130 2.492 0.111  0.08
H66 -2.901 -0.194 -1.506  0.08
H67 -3.588 1.192 -2.284  0.11
H68 -5.029 -1.630 -1.748  0.12
H69 -7.544 -1.430 -0.705  0.14
H70 -5.595 2.254 -0.191  0.18
H71 -8.687 0.221 0.890  0.11
H72 -8.679 1.718 0.051  0.11
H73 -7.668 1.646 1.456  0.10
Cl1 3.915 0.724 1.926  -0.40
Cl2 2.347 -2.986 3.183  -0.38
C34 -1.278 -4.456 0.172  -0.64
F1 -0.675 -4.356 1.353  0.11
F2 -0.352 -4.408 -0.806  0.09
F3 -1.952 -5.594 0.138  0.16
S1 -2.475 -2.953 -0.076  0.51
O6 -3.447 -3.375 -1.090  -0.33
O7 -3.031 -2.787 1.245  -0.32
O8 -1.552 -1.891 -0.493  -0.34
C35 -0.607 3.581 1.927  -0.62
F4 -0.495 2.312 1.491  0.05
F5 0.559 4.206 2.020  0.09
F6 -1.484 4.264 1.188  0.15
S2 -1.251 3.411 3.697  0.58
O9 -2.535 2.710 3.634  -0.34
O10 -0.180 2.656 4.341  -0.38
O11 -1.293 4.832 4.054  -0.30
C36 -1.868 2.475 -4.217  -0.66
F7 -2.039 2.982 -2.998  0.14
F8 -3.003 2.103 -4.766  0.17
F9 -1.353 3.455 -4.956  0.11
S3 -0.594 1.049 -4.149  0.55
O12 0.712 1.662 -3.857  -0.33
O13 -1.105 0.193 -3.074  -0.33
O14 -0.788 0.346 -5.394  -0.31

As for the HOMO-LUMO gap: 0.26081 Ha. As for the max |F|: 6.39 eV/A. The value obtained for the total energy is -165554.624 eV. Its charge is +3. Its LUMO energy is -0.2378 Ha. As for the HOMO energy: -13.568 eV.

Formula: C36H73F6N3O5
Source: OMol25
Level of theory: ωB97M-V/def2-TZVPD

Each line ends with the Löwdin charge.
Cartesian coordinates (Å):
C1 -0.936 4.238 2.400  -0.07
C2 0.539 4.695 2.298  -0.17
C3 1.319 3.588 1.413  -0.08
N1 2.788 3.984 1.329  -0.23
C4 3.505 3.927 2.610  -0.21
C5 5.012 4.012 2.588  -0.16
C6 5.607 3.070 1.417  -0.14
C7 4.869 2.985 0.083  -0.16
C8 3.361 2.961 0.407  -0.14
C9 2.972 5.367 0.643  0.05
H1 -0.961 3.308 2.783  0.03
H2 -1.351 4.438 1.388  0.09
H3 -1.392 5.128 2.791  0.08
H4 0.966 4.577 3.349  0.13
H5 0.593 5.626 1.872  0.07
H6 0.864 3.601 0.390  0.13
H7 1.472 2.715 1.779  0.04
H8 3.353 3.021 3.420  0.20
H9 3.225 4.913 3.300  0.18
H10 5.360 3.666 3.721  0.18
H11 5.195 5.134 2.396  0.13
H12 5.540 2.039 1.705  0.10
H13 6.606 3.292 1.237  0.09
H14 5.199 2.165 -0.591  0.14
H15 5.043 3.714 -0.587  0.06
H16 3.024 1.996 0.669  0.11
H17 2.964 3.016 -0.607  0.12
H18 3.935 5.473 0.100  0.12
H19 2.592 6.216 1.209  0.11
H20 2.351 5.435 -0.199  0.08
C10 1.376 0.017 -6.975  -0.09
C11 1.277 1.287 -6.071  -0.23
C12 0.264 1.005 -4.975  -0.17
N2 0.053 2.115 -4.021  -0.21
C13 -0.682 3.250 -4.734  -0.08
C14 -1.107 4.399 -3.796  -0.16
C15 -1.891 3.898 -2.661  -0.19
C16 -1.242 2.743 -2.017  -0.13
C17 -0.906 1.634 -3.030  -0.10
C18 1.456 2.519 -3.529  0.05
H21 0.392 -0.061 -7.289  0.04
H22 1.442 -0.935 -6.607  0.04
H23 2.151 0.190 -7.801  0.12
H24 1.020 2.153 -6.734  0.13
H25 2.416 1.318 -5.684  0.15
H26 0.737 0.154 -4.294  0.18
H27 -0.626 0.654 -5.458  0.14
H28 -1.542 2.902 -5.211  0.12
H29 -0.266 3.770 -5.616  0.15
H30 -1.699 5.220 -4.271  0.15
H31 -0.174 4.821 -3.493  0.10
H32 -2.788 3.592 -2.967  0.10
H33 -1.783 4.746 -1.958  0.15
H34 -1.850 2.679 -1.285  0.06
H35 -0.296 2.861 -1.497  0.10
H36 -1.699 1.186 -3.498  0.12
H37 -0.465 0.923 -2.425  0.10
H38 1.461 3.233 -2.809  0.05
H39 2.045 3.033 -4.257  0.11
H40 1.939 1.745 -2.961  0.12
C19 4.614 -1.327 0.168  -0.09
C20 3.412 -1.958 -0.603  -0.21
C21 2.196 -2.330 0.260  -0.12
N3 1.112 -3.098 -0.420  -0.24
C22 1.613 -4.379 -0.759  -0.13
C23 0.494 -5.405 -1.211  -0.11
C24 -0.655 -5.545 -0.198  -0.17
C25 -1.215 -4.202 0.335  -0.12
C26 0.047 -3.196 0.631  -0.06
C27 0.610 -2.311 -1.525  0.03
H41 5.026 -2.173 0.842  0.10
H42 4.273 -0.476 0.748  0.05
H43 5.584 -1.110 -0.449  0.11
H44 3.883 -2.706 -1.333  0.14
H45 3.156 -1.205 -1.173  0.03
H46 1.873 -1.533 0.691  0.05
H47 2.694 -2.574 1.184  0.15
H48 2.053 -4.809 0.061  0.11
H49 2.604 -4.576 -1.230  0.16
H50 1.074 -6.222 -1.358  0.08
H51 0.030 -5.145 -2.149  0.11
H52 -0.071 -5.866 0.644  0.11
H53 -1.419 -6.064 -0.650  0.10
H54 -2.019 -4.286 1.236  0.18
H55 -1.688 -3.866 -0.563  0.05
H56 0.423 -3.799 1.511  0.16
H57 -0.429 -2.279 1.005  0.11
H58 0.569 -1.298 -1.499  0.06
H59 -0.377 -2.807 -1.745  0.13
H60 1.259 -2.413 -2.345  0.10
C28 -0.805 0.459 1.100  -0.33
O1 0.416 0.694 0.454  -0.45
H61 -0.718 -0.497 1.612  0.02
H62 -1.543 0.256 0.343  0.01
H63 -1.077 1.429 1.674  0.07
C29 -4.509 -4.474 8.174  -0.10
C30 -3.394 -4.875 7.270  -0.21
O2 -3.409 -3.900 6.215  0.01
C31 -2.292 -3.316 5.679  -0.34
O3 -1.193 -3.791 6.008  0.15
C32 -2.614 -2.428 4.607  -0.41
F1 -1.479 -2.258 3.733  0.06
F2 -3.558 -2.863 3.772  0.18
F3 -2.795 -1.120 5.112  0.12
H64 -4.436 -3.503 8.824  0.13
H65 -4.482 -5.042 8.985  0.02
H66 -5.478 -4.479 7.743  0.07
H67 -3.634 -5.977 6.956  0.17
H68 -2.588 -4.991 8.067  0.15
C33 -3.775 -0.938 -1.185  -0.05
C34 -4.469 -2.302 -1.226  -0.23
O4 -5.389 -2.371 -0.148  0.01
C35 -6.087 -3.574 -0.023  -0.36
O5 -6.074 -4.522 -0.701  0.21
C36 -6.915 -3.623 1.290  -0.46
F4 -7.982 -4.576 1.165  0.09
F5 -6.183 -3.916 2.364  0.17
F6 -7.438 -2.416 1.535  0.16
H69 -3.231 -0.935 -0.255  0.06
H70 -4.493 -0.172 -1.458  0.09
H71 -3.015 -1.010 -1.929  0.05
H72 -3.745 -3.032 -1.020  0.08
H73 -4.971 -2.326 -2.234  0.15

As for the HOMO-LUMO gap: 0.23783 Ha. As for the max |F|: 9.03 eV/A. The value obtained for the total energy is -69499.005 eV. Its charge is +2. Its LUMO energy is -0.1601 Ha. As for the HOMO energy: -10.829 eV.

Question: Number 1 is which compound?
Answer: C36H73Cl2F9N11O14S3